[1]
{
  "formula": "C8H5N2",
  "method": "the ωB97M-V functional and the def2-TZVPD basis",
  "symbols": ["C", "C", "C", "N", "N", "C", "C", "C", "C", "C", "H", "H", "H", "H", "H"],
  "coordinates": [[-0.616, -0.609, -0.671], [-0.760, -0.184, -1.871], [-0.476, 0.874, -2.716], [0.330, 1.785, -2.154], [0.768, 1.685, -0.980], [0.645, 1.000, 0.037], [0.860, 0.839, 1.355], [0.480, -0.251, 2.049], [-0.169, -1.382, 1.542], [-0.760, -1.517, 0.315], [-0.911, 0.977, -3.760], [1.454, 1.615, 1.690], [0.811, -0.112, 3.051], [-0.329, -2.309, 2.219], [-1.326, -2.411, -0.108]],
  "nbo_charge": [-0.032, 0.126, -0.013, -0.095, -0.068, 0.435, -0.288, -0.109, -0.146, -0.202, 0.286, 0.284, 0.260, 0.271, 0.291],
  "total_energy_ev": -11344.14446,
  "fmax_ev_per_a": 3.576,
  "e_above_lowest_kcal_mol": 25.7,
  "total_charge": 1
}



[2]
{
  "formula": "C8H5O6P",
  "method": "the ωB97M-V functional and the def2-TZVPD basis",
  "symbols": ["O", "C", "O", "O", "P", "O", "C", "O", "O", "C", "C", "C", "C", "C", "C", "H", "H", "H", "H", "H"],
  "coordinates": [[0.919, -2.596, -0.587], [2.097, -2.505, -0.268], [3.032, -3.318, -0.420], [2.477, -1.138, 0.352], [1.735, 0.399, 0.730], [1.872, 0.660, 2.163], [1.950, 2.273, -0.258], [0.816, 2.446, -0.583], [3.030, 2.751, -0.238], [-0.053, 0.222, 0.331], [-0.444, -0.419, -0.907], [-1.806, -0.425, -1.209], [-2.776, -0.158, -0.285], [-2.342, 0.455, 0.864], [-1.064, 0.696, 1.190], [0.268, -0.751, -1.590], [-2.014, -0.713, -2.260], [-3.833, -0.307, -0.471], [-2.946, 0.928, 1.623], [-0.919, 1.501, 1.824]],
  "nbo_charge": [-0.765, 1.000, -0.772, -0.946, 1.754, -1.160, 0.716, -0.705, -0.696, -0.304, -0.144, -0.227, -0.271, -0.236, -0.222, 0.231, 0.180, 0.185, 0.177, 0.206],
  "total_energy_ev": -29951.91368,
  "fmax_ev_per_a": 4.325,
  "e_above_lowest_kcal_mol": 16.7,
  "total_charge": -2
}